*i*
Below is an isolated molecule of C4H9NO2S, with properties calculated with the ωB97M-V functional and the def2-TZVPD basis.

```
17
Properties=species:S:1:pos:R:3:lowdin_charge:R:1
O 2.14 -0.19 -2.83 0.123
C 1.50 0.42 -2.06 -0.568
O 1.44 1.76 -1.88 0.053
N 0.35 -0.34 -1.49 0.027
C -0.48 0.39 -0.59 -0.255
C -0.06 0.30 0.94 -0.268
C -0.53 -1.03 1.64 -0.493
S -1.70 -0.54 3.11 0.672
H 0.77 2.25 -2.44 0.164
H 0.82 -1.31 -1.26 0.188
H -1.53 0.04 -0.69 0.126
H -0.47 1.43 -0.88 0.092
H 1.00 0.38 1.10 0.082
H -0.57 1.25 1.43 0.117
H -0.75 -1.85 0.95 0.061
H 0.56 -1.45 1.99 0.105
H -2.50 -1.53 2.95 -0.226
```

For the HOMO energy, the calculation gives -9.246 eV. As for the frontier orbital gap: 9.63 eV. Its total charge is 0.

---

*ii*
Below is a cluster of 2 separate species, C4H9NO2S in total, with properties calculated with the ωB97M-V functional and the def2-TZVPD basis.

```
17
Properties=species:S:1:pos:R:3:lowdin_charge:R:1
C 1.83 -0.05 0.29 -0.425
C -1.20 -0.05 1.16 -0.120
C 0.15 -0.32 -1.01 -0.285
C -1.09 0.22 -0.34 -0.686
N 0.09 -1.71 -1.14 0.028
O 2.21 1.18 0.55 0.090
O 2.26 -0.97 0.90 0.090
S -1.26 2.05 -0.61 0.751
H -0.26 -0.09 1.69 0.065
H -1.80 0.82 1.40 0.028
H -1.85 -1.04 1.24 0.128
H 0.44 0.18 -1.91 0.093
H -1.83 -0.34 -0.91 0.103
H 0.94 -2.07 -1.64 0.118
H 1.76 1.89 0.05 0.095
H 0.20 -2.06 -0.20 0.069
H -0.57 2.35 0.49 -0.144
```

For the HOMO energy, the calculation gives -8.588 eV. As for the frontier orbital gap: 9.12 eV. Its total charge is 0.

---

*iii*
Below is a structure of composition C4H9NO2S, with properties calculated with the ωB97M-V functional and the def2-TZVPD basis.

```
17
Properties=species:S:1:pos:R:3:lowdin_charge:R:1
C -0.09 0.66 0.60 0.021
C 0.93 -0.07 0.28 -0.452
C 2.38 0.39 0.62 -0.063
C 0.87 -1.37 -0.45 -0.072
N -2.71 0.82 -1.09 -0.099
O -2.26 -1.50 0.15 -0.318
O -3.03 0.50 1.30 -0.333
S -2.28 -0.08 0.25 0.610
H -0.08 1.69 0.83 0.050
H 2.38 1.17 1.54 0.123
H 2.92 -0.49 0.94 0.056
H 2.83 0.87 -0.32 0.097
H 1.46 -1.14 -1.35 0.088
H 1.40 -2.16 0.04 0.071
H -0.21 -1.66 -0.73 0.085
H -2.49 1.78 -0.80 0.079
H -2.03 0.57 -1.80 0.055
```

For the HOMO energy, the calculation gives -9.473 eV. As for the frontier orbital gap: 9.86 eV. Its total charge is 0.

---

Which structure loses on stability? *iii* does.

---

*i*
Below is an isolated molecule of C4H5Cl, with properties calculated with the ωB97M-V functional and the def2-TZVPD basis.

```
10
Properties=species:S:1:pos:R:3:lowdin_charge:R:1
C -0.23 1.09 0.79 -0.014
C 0.70 0.21 0.65 -0.272
C 0.71 -0.58 -0.55 -0.160
C -0.61 -0.91 -0.66 -0.692
Cl -1.33 -1.26 -2.13 0.658
H -0.11 1.73 1.70 0.085
H -0.88 1.26 -0.08 0.084
H 1.50 0.19 1.43 0.117
H 1.44 -0.61 -1.37 0.119
H -1.19 -1.13 0.22 0.076
```

For the HOMO energy, the calculation gives -8.963 eV. As for the frontier orbital gap: 9.94 eV. Its total charge is 0.

---

*ii*
Below is a cluster of 2 separate species, C4H5Cl in total, with properties calculated with the ωB97M-V functional and the def2-TZVPD basis.

```
10
Properties=species:S:1:pos:R:3:lowdin_charge:R:1
C 2.06 2.30 -0.11 -0.018
C 1.52 1.31 0.19 -0.029
C -0.97 -1.63 -0.27 -0.237
C -0.96 -0.57 0.80 -0.516
Cl -2.09 0.70 0.45 0.571
H 2.67 3.15 -0.16 0.006
H -1.36 -1.35 -1.18 0.020
H -1.81 -2.21 0.19 0.102
H 0.06 -2.08 -0.35 0.098
H 0.87 0.38 0.43 0.004
```

For the HOMO energy, the calculation gives -9.224 eV. As for the frontier orbital gap: 8.51 eV. Its total charge is 0.

---

Which structure loses on stability? *ii* does.

---

*i*
Below is a cluster of 2 separate species, C3H10NO2S in total, with properties calculated with the ωB97M-V functional and the def2-TZVPD basis.

```
17
Properties=species:S:1:pos:R:3:lowdin_charge:R:1
C 0.40 1.32 -0.05 -0.331
C 0.77 0.43 -1.24 -0.511
S 2.57 0.46 -1.71 0.614
N 0.07 0.76 1.25 -0.071
C -1.32 0.32 1.47 -0.476
O -1.70 -0.95 1.18 -0.275
H -0.46 1.93 -0.33 0.092
H 1.21 2.05 0.05 0.076
H 0.56 -0.62 -1.10 0.022
H 0.19 0.79 -2.10 0.058
H 2.63 -0.87 -1.72 -0.178
H 0.72 0.04 1.48 0.086
H -1.90 1.13 0.96 0.088
H -1.48 0.49 2.55 0.075
H -0.99 -1.71 0.23 -0.025
H -0.51 -3.21 -0.32 -0.024
O -0.77 -2.34 -0.63 -0.220
```

For the HOMO energy, the calculation gives -3.532 eV. As for the frontier orbital gap: 6.73 eV. Its total charge is -1.

---

*ii*
Below is a cluster of 2 separate species, C3H10NO2S in total, with properties calculated with the ωB97M-V functional and the def2-TZVPD basis.

```
17
Properties=species:S:1:pos:R:3:lowdin_charge:R:1
C -0.17 1.06 0.39 -0.339
C -0.04 1.03 -1.18 -0.543
S 1.73 0.73 -1.70 0.639
N 0.57 -0.04 1.01 -0.069
C -0.36 -0.89 1.95 -0.257
O -1.77 -0.51 1.73 -0.306
H -1.35 0.92 0.58 0.130
H 0.20 1.95 0.93 0.086
H -0.77 0.16 -1.55 0.086
H -0.61 1.95 -1.56 0.072
H 2.19 1.76 -1.05 -0.197
H 0.78 -0.64 0.35 -0.053
H -0.20 -0.73 3.02 0.076
H -0.14 -1.93 1.71 0.081
H -1.92 -1.07 0.68 0.088
H -1.44 -2.63 -0.42 -0.183
O -1.35 -1.78 -0.42 -0.310
```

For the HOMO energy, the calculation gives -4.309 eV. As for the frontier orbital gap: 7.62 eV. Its total charge is -1.

---

Which structure loses on stability? *ii* does.

---

*i*
Below is a cluster of 2 separate species, CH5N2 in total, with properties calculated with the ωB97M-V functional and the def2-TZVPD basis.

```
8
Properties=species:S:1:pos:R:3:lowdin_charge:R:1
C 0.02 -0.01 0.04 -0.094
N 0.74 -0.28 -0.99 0.196
N -0.70 1.01 0.34 0.193
H -0.62 -2.21 2.05 0.097
H 1.28 -1.14 -1.03 0.146
H 0.81 0.34 -1.80 0.161
H -1.25 1.04 1.19 0.141
H -0.74 1.85 -0.24 0.160
```

For the HOMO energy (alpha / beta), the calculation gives -15.136 / -16.708 eV. As for the frontier orbital gap (alpha / beta): 7.98 / 12.79 eV. Its total charge is +1.

---

*ii*
Below is a cluster of 2 separate species, CH5N2 in total, with properties calculated with the ωB97M-V functional and the def2-TZVPD basis.

```
8
Properties=species:S:1:pos:R:3:lowdin_charge:R:1
C 0.01 0.37 0.07 -0.290
N 1.23 -0.08 0.08 0.188
N -1.19 -0.10 0.19 0.117
H 0.12 1.55 0.07 0.205
H 2.06 0.47 -0.02 0.145
H 1.29 -1.06 -0.13 0.134
H -2.02 0.44 -0.04 0.109
H -1.49 -1.59 -0.23 0.392
```

For the HOMO energy, the calculation gives -16.640 eV. As for the frontier orbital gap: 10.81 eV. Its total charge is +1.

---

Which structure loses on stability? *i* does.

---

*i*
Below is an isolated molecule of C2H5N3S, with properties calculated with the ωB97M-V functional and the def2-TZVPD basis.

```
11
Properties=species:S:1:pos:R:3:lowdin_charge:R:1
N 2.29 -0.60 0.33 0.076
N 1.09 -0.01 -0.18 -0.052
C 0.06 -0.59 -0.24 -0.242
C -1.39 0.11 -0.10 -0.836
N -1.42 1.43 0.14 0.035
S -2.71 -0.95 0.06 0.551
H 2.95 -0.01 -0.02 0.032
H 2.30 -1.42 -0.21 0.061
H -0.13 -1.59 0.22 0.096
H -2.46 1.72 0.35 0.147
H -0.59 1.90 -0.35 0.132
```

For the HOMO energy, the calculation gives -8.588 eV. As for the frontier orbital gap: 8.72 eV. Its total charge is 0.

---

*ii*
Below is an isolated molecule of C2H5N3S, with properties calculated with the ωB97M-V functional and the def2-TZVPD basis.

```
11
Properties=species:S:1:pos:R:3:lowdin_charge:R:1
H -1.36 0.88 0.89 0.049
N -1.94 0.12 0.49 0.083
C -1.26 -0.82 -0.01 -0.284
N 0.13 -0.96 -0.14 0.010
C 1.09 0.01 0.00 -0.938
N 0.70 1.29 -0.11 0.094
S 2.68 -0.43 0.26 0.594
H -1.81 -1.73 -0.40 0.132
H 0.47 -1.88 -0.22 0.096
H -0.10 1.55 -0.62 0.088
H 1.41 1.96 -0.13 0.075
```

For the HOMO energy, the calculation gives -8.725 eV. As for the frontier orbital gap: 9.17 eV. Its total charge is 0.

---

Which structure loses on stability? *i* does.

---

*i*
Below is a cluster of 2 separate species, C2H7N4S in total, with properties calculated with the ωB97M-V functional and the def2-TZVPD basis.

```
14
Properties=species:S:1:pos:R:3:lowdin_charge:R:1
C -1.62 0.39 0.23 -0.108
C 1.69 1.29 0.19 -0.053
N -0.47 0.36 -0.08 0.029
N 0.75 0.33 -0.27 -0.061
N 1.02 -1.80 -0.19 -0.383
N -2.88 0.42 0.00 0.208
S -0.43 -2.61 -0.25 0.676
H 1.30 2.25 0.08 0.064
H 2.49 1.32 -0.59 0.116
H 1.75 1.10 1.30 0.122
H 1.51 -2.06 0.67 0.079
H 1.46 -2.03 -1.09 0.066
H -3.18 0.51 -0.88 0.090
H -3.40 0.53 0.87 0.155
```

For the HOMO energy (alpha / beta), the calculation gives -12.939 / -12.942 eV. As for the frontier orbital gap (alpha / beta): 7.06 / 7.06 eV. Its total charge is +1.

---

*ii*
Below is a cluster of 2 separate species, C2H7N4S in total, with properties calculated with the ωB97M-V functional and the def2-TZVPD basis.

```
14
Properties=species:S:1:pos:R:3:lowdin_charge:R:1
C 1.87 -0.42 0.56 0.125
C 1.71 0.70 1.29 -0.220
N 1.77 0.71 -0.15 0.351
N 1.87 1.25 2.44 0.275
N -2.63 -0.31 -0.70 -0.359
N -0.67 -0.71 -2.12 -0.432
S -2.05 0.19 -2.30 0.691
H 2.03 -1.48 0.54 0.146
H 1.81 0.62 3.17 0.116
H 1.63 2.25 2.61 0.187
H -3.23 -1.10 -0.89 0.000
H -3.25 0.44 -0.23 0.066
H -1.05 -1.57 -1.63 0.044
H 0.20 -0.57 -2.58 0.010
```

For the HOMO energy, the calculation gives -10.397 eV. As for the frontier orbital gap: 4.83 eV. Its total charge is +1.

---

Which structure loses on stability? *i* does.